Here is a cluster of 6 separate species, C6H25NO6 in total at a distorted geometry from OMol25. Energies are from ωB97M-V with the def2-TZVPD basis set.

As for the HOMO energy: -0.32745 Ha. For the LUMO energy, the calculation gives 0.0121 Eh. As for the energy above the lowest of the compared OMol25 structures with the same formula, charge and spin: 92.2 kcal/mol. The SMILES is CNCCCCCO.O.O.O.O.O. The total energy is -20399.758 eV.

Structure (XYZ):
```
38
C6H25NO6 (ωB97M-V with the def2-TZVPD basis set)
C -2.724 0.452 -1.215
O -2.792 -0.926 -1.003
C -1.393 1.081 -0.769
C -0.375 0.184 -1.503
C 1.031 0.788 -1.401
C 1.792 0.275 -0.155
N 1.980 -1.194 -0.114
C 2.700 -1.934 -1.345
H -2.958 0.490 -2.280
H -3.485 0.945 -0.421
H -2.014 -1.440 -0.805
H -1.280 1.042 0.320
H -1.126 2.063 -1.101
H -0.335 -0.902 -1.145
H -0.719 0.122 -2.550
H 1.141 1.898 -1.435
H 1.618 0.451 -2.269
H 2.739 0.818 0.072
H 1.152 0.418 0.732
H 1.122 -1.709 -0.007
H 3.323 -1.295 -1.907
H 3.320 -2.712 -0.918
H 1.942 -2.352 -2.038
H 0.209 -0.611 2.552
H 1.534 -1.573 1.918
O 0.779 -1.525 2.352
H -1.883 2.888 2.314
H -0.400 3.016 2.586
O -1.111 2.439 2.670
H -1.825 -0.593 1.440
H -1.442 0.697 2.357
O -1.711 -0.268 2.316
H -0.004 -4.005 0.517
H -1.042 -3.375 1.216
O -0.564 -3.233 0.341
H 1.307 3.921 -0.014
H 0.911 2.356 0.336
O 0.581 3.304 0.355
```


Here is a cluster of 7 separate species, C6H26O8 in total at a distorted geometry from OMol25. Energies are from ωB97M-V with the def2-TZVPD basis set.

As for the HOMO energy: -0.37481 Ha. For the LUMO energy, the calculation gives 0.0226 Eh. As for the energy above the lowest of the compared OMol25 structures with the same formula, charge and spin: 35.4 kcal/mol. The SMILES is OCCO.CCO.CCO.O.O.O.O. The total energy is -23022.863 eV.

Structure (XYZ):
```
40
C6H26O8 (ωB97M-V with the def2-TZVPD basis set)
C 1.600 2.894 -0.763
C 2.057 4.328 -0.658
O 1.906 4.886 0.669
O 0.228 2.716 -0.577
H 2.141 2.281 -0.036
H 2.054 2.485 -1.687
H 1.476 4.895 -1.337
H 3.154 4.476 -0.870
H 1.187 4.457 1.208
H 0.159 1.784 -0.801
C -1.124 0.571 2.214
C -1.092 -0.909 2.480
O -0.725 -1.625 1.280
H -0.899 1.260 3.061
H -2.068 0.844 1.760
H -0.283 0.842 1.523
H -1.898 -1.452 3.024
H -0.265 -1.094 3.125
H -1.575 -1.867 0.829
C 1.537 -4.415 0.563
C 1.578 -3.686 -0.778
O 2.475 -2.530 -0.813
H 0.895 -5.384 0.537
H 1.290 -3.892 1.473
H 2.511 -4.832 0.687
H 0.622 -3.319 -1.089
H 1.858 -4.398 -1.546
H 3.253 -2.608 -0.257
O -2.228 2.813 -2.030
H -1.628 3.457 -2.433
H -1.945 2.955 -1.116
O 0.415 -0.300 -0.991
H 1.177 -0.830 -1.280
H 0.069 -0.714 -0.134
O -3.414 -1.661 0.254
H -3.885 -2.474 0.210
H -3.444 -1.102 -0.576
O -2.642 0.166 -1.462
H -2.820 0.989 -2.020
H -1.704 -0.004 -1.643
```


Here is a structure of composition C6H27B3NO2Zn at a distorted geometry from OMol25. Energies are from ωB97M-V with the def2-TZVPD basis set.

The spin multiplicity is 2. The expectation value of S² is 0.754. As for the HOMO energy (spin up / spin down): -0.36261 / -0.35792 Ha. For the LUMO energy (spin up / spin down), the calculation gives 0.0092 / -0.1865 Eh. As for the energy above the lowest of the compared OMol25 structures with the same formula, charge and spin: 9.8 kcal/mol. The total energy is -62679.467 eV.

Structure (XYZ):
```
40
C6H27B3NO2Zn (ωB97M-V with the def2-TZVPD basis set)
Zn 0.653 0.405 -0.597
B -0.452 2.135 -1.686
H -1.170 1.446 -2.103
H 0.530 1.726 -1.866
H -0.543 3.160 -2.009
H -0.555 2.039 -0.616
B 2.631 1.515 -0.382
H 3.322 0.999 0.266
H 1.729 1.673 0.188
H 2.986 2.504 -0.626
H 2.389 0.947 -1.267
B -0.010 -1.041 -2.132
H -0.414 -1.013 -1.132
H 0.930 -0.512 -2.113
H 0.127 -2.056 -2.471
H -0.684 -0.458 -2.741
C 2.925 -1.859 -0.683
O 2.077 -1.000 0.090
C 1.954 -1.483 1.504
C 0.739 -0.766 2.150
N -0.370 -0.414 1.198
C -1.248 0.474 1.967
C -2.608 0.603 1.219
O -3.201 -0.520 0.520
C -4.347 -0.084 -0.237
H 2.727 -1.643 -1.733
H 2.746 -2.935 -0.682
H 3.954 -1.646 -0.395
H 2.829 -1.123 2.045
H 1.869 -2.558 1.659
H 1.058 0.175 2.598
H 0.346 -1.475 2.879
H -0.861 -1.283 1.041
H -0.673 1.358 2.241
H -1.454 -0.029 2.912
H -2.512 1.389 0.471
H -3.321 1.057 1.907
H -4.089 0.768 -0.866
H -5.168 0.389 0.301
H -4.843 -0.863 -0.816
```


Here is a cluster of 8 separate species, C6H28FN13O6 in total at a distorted geometry from OMol25. Energies are from ωB97M-V with the def2-TZVPD basis set.

As for the HOMO energy: -0.31462 Ha. For the LUMO energy, the calculation gives 0.0238 Eh. As for the energy above the lowest of the compared OMol25 structures with the same formula, charge and spin: 19.5 kcal/mol. The total energy is -41056.617 eV.

Structure (XYZ):
```
54
C6H28FN13O6 (ωB97M-V with the def2-TZVPD basis set)
N -0.918 -0.322 -0.116
H -0.024 0.134 0.045
H -1.200 -1.021 0.605
H -0.710 -0.887 -0.957
H -1.633 0.327 -0.436
F -0.872 -1.504 -2.586
C 4.342 0.841 1.204
O 5.196 1.508 1.788
N 3.367 1.431 0.440
N 4.191 -0.480 1.337
H 3.581 2.373 0.169
H 2.448 1.028 0.300
H 4.573 -1.015 2.096
H 3.412 -0.932 0.883
C -3.974 0.082 -2.535
O -3.067 0.838 -2.150
N -4.160 -1.144 -2.016
N -4.605 0.352 -3.697
H -3.308 -1.477 -1.580
H -4.691 -1.811 -2.547
H -5.069 -0.451 -4.086
H -4.465 1.151 -4.283
C -0.146 3.058 0.545
O -0.006 2.098 1.300
N -1.335 3.391 -0.015
N 0.851 3.925 0.267
H -2.164 2.832 -0.091
H -1.324 4.304 -0.436
H 0.744 4.518 -0.537
H 1.780 3.784 0.621
C 1.426 1.139 -2.287
O 1.445 0.544 -1.193
N 2.473 1.846 -2.767
N 0.413 0.960 -3.127
H 2.392 2.137 -3.724
H 3.392 1.604 -2.434
H 0.363 1.344 -4.052
H -0.358 0.336 -2.872
C -1.993 -3.209 1.371
O -2.156 -1.992 1.511
N -3.048 -4.099 1.302
N -0.825 -3.880 1.389
H -2.778 -5.052 1.431
H -4.002 -3.793 1.330
H 0.021 -3.324 1.392
H -0.873 -4.757 0.908
C 1.527 -1.147 3.172
O 1.096 -1.810 2.224
N 2.313 -1.596 4.184
N 1.279 0.173 3.194
H 2.452 -1.053 5.014
H 2.386 -2.601 4.178
H 1.479 0.813 3.939
H 0.762 0.487 2.384
```


Here is a cluster of 8 separate species, C6H28N2O7 in total at a distorted geometry from OMol25. Energies are from ωB97M-V with the def2-TZVPD basis set.

As for the HOMO energy: -0.30611 Ha. For the LUMO energy, the calculation gives 0.0122 Eh. As for the energy above the lowest of the compared OMol25 structures with the same formula, charge and spin: 80.3 kcal/mol. The SMILES is CN/C=C/C[C@H](C)N.O.O.O.O.O.O.O. The total energy is -23985.760 eV.

Structure (XYZ):
```
43
C6H28N2O7 (ωB97M-V with the def2-TZVPD basis set)
C -0.080 -3.251 -1.331
C -0.191 -1.799 -1.147
C -1.557 -1.522 -0.424
C -2.036 -0.084 -0.136
C -1.317 1.074 0.062
N -1.708 1.949 1.065
C -1.021 3.361 1.189
N 1.075 -1.163 -0.612
H 1.011 -3.728 -1.203
H -0.407 -3.455 -2.383
H -0.533 -3.864 -0.549
H -0.220 -1.416 -2.139
H -1.606 -1.980 0.603
H -2.403 -2.121 -1.091
H -3.138 -0.016 0.027
H -0.159 1.333 -0.131
H -2.723 1.795 1.190
H -1.801 4.187 0.909
H 0.022 3.314 0.771
H -0.868 3.615 2.266
H 1.869 -1.582 -1.030
H 1.238 -1.447 0.391
H -2.531 0.299 2.304
H -3.395 -0.915 2.386
O -2.886 -0.333 2.949
H 2.428 1.368 1.242
H 3.366 2.501 0.906
O 2.477 2.248 0.733
H 1.024 1.003 -1.241
H 2.143 1.958 -1.152
O 1.660 1.490 -1.775
H 0.954 0.781 2.582
H 1.131 0.002 1.314
O 1.583 0.282 2.087
H -1.199 0.533 4.041
H -1.350 -0.929 3.808
O -0.777 -0.308 4.372
H 2.250 -1.264 -3.598
H 3.460 -1.202 -2.679
O 2.962 -1.771 -3.228
H 1.848 0.715 -3.808
H 0.316 0.270 -3.487
O 1.087 0.073 -4.054
```


Here is a cluster of 10 separate species, C6H28NO10 in total at a distorted geometry from OMol25. Energies are from ωB97M-V with the def2-TZVPD basis set.

The spin multiplicity is 2. The expectation value of S² is 0.761. As for the HOMO energy (spin up / spin down): -0.13746 / -0.28330 Ha. For the LUMO energy (spin up / spin down), the calculation gives 0.0000 / -0.0003 Eh. The total energy is -28634.738 eV.

Structure (XYZ):
```
45
C6H28NO10 (ωB97M-V with the def2-TZVPD basis set)
O 1.776 -1.444 4.241
C 2.337 -1.802 3.243
C 2.342 -0.814 2.009
C 2.617 -1.725 0.760
C 1.807 -0.987 -0.201
C 2.302 -0.196 -1.128
N 1.295 0.091 -2.206
C 1.584 0.805 -3.228
H 2.798 -2.734 3.060
H 3.010 -0.083 2.335
H 1.308 -0.244 1.921
H 2.417 -2.819 0.976
H 3.613 -1.887 0.398
H 0.771 -1.272 -0.167
H 3.329 0.115 -1.314
H 0.396 -0.461 -2.181
H 2.659 1.062 -3.503
H 0.693 0.988 -3.866
H -0.967 -2.731 -3.092
H 0.248 -3.252 -2.206
O -0.074 -2.445 -2.763
H -1.340 -0.162 1.864
H -2.029 -1.223 1.086
O -1.662 -0.391 1.032
H -1.671 1.458 -4.079
H -2.060 1.045 -2.631
O -1.485 0.829 -3.483
H -2.039 3.883 -1.156
H -1.044 2.381 -0.928
O -1.203 3.316 -0.906
H -2.562 0.892 -0.451
H -3.893 1.090 -1.241
O -2.940 1.126 -1.323
H -1.209 -3.566 2.124
H -2.653 -3.299 2.218
O -1.992 -3.371 1.555
H -1.043 2.461 0.570
H -0.837 2.916 2.074
O -0.924 2.144 1.598
H 0.644 3.513 -2.182
H 1.979 3.590 -1.716
O 1.406 2.944 -2.020
H -2.362 -0.123 3.607
H -2.976 1.129 3.020
O -3.174 0.418 3.591
```


Here is a cluster of 10 separate species, C6H28O10 in total at a distorted geometry from OMol25. Energies are from ωB97M-V with the def2-TZVPD basis set.

The spin multiplicity is 2. The expectation value of S² is 0.753. As for the HOMO energy (spin up / spin down): -0.50780 / -0.50681 Ha. For the LUMO energy (spin up / spin down), the calculation gives -0.1547 / -0.2909 Eh. As for the energy above the lowest of the compared OMol25 structures with the same formula, charge and spin: 0.0 kcal/mol. Its net charge is +1. The total energy is -27141.899 eV.

Structure (XYZ):
```
44
C6H28O10 (ωB97M-V with the def2-TZVPD basis set)
O -1.700 -1.422 -1.654
C -1.083 -2.328 -1.154
C -1.185 -2.582 0.367
C -1.131 -1.168 1.073
C 0.276 -0.741 1.183
C 0.905 -0.447 2.374
C 2.284 0.185 2.458
H -0.441 -3.010 -1.707
H -2.174 -3.027 0.569
H -0.363 -3.208 0.699
H -1.699 -0.482 0.438
H -1.686 -1.265 1.994
H 0.788 -0.927 0.210
H 0.413 -0.540 3.342
H 2.351 1.057 1.818
H 3.014 -0.590 2.309
H 2.268 0.432 3.527
H -3.072 -0.052 -1.272
H -4.382 0.671 -1.457
O -3.440 0.844 -1.310
H 1.751 2.433 -2.764
H 1.819 1.434 -1.704
O 1.902 1.469 -2.669
H -1.946 1.880 -1.355
H -1.619 2.845 -2.407
O -1.493 2.740 -1.457
H 2.619 -0.338 -0.868
H 3.107 -1.668 -1.021
O 2.910 -1.051 -0.289
H -2.434 2.078 2.339
H -0.961 1.613 2.310
O -1.709 1.714 2.914
H -3.020 2.110 0.163
H -3.407 3.391 0.838
O -3.379 2.425 1.005
H 2.046 -0.810 -3.530
H 3.288 -0.527 -2.789
O 2.712 -1.276 -2.989
H 0.977 3.353 0.460
H 0.115 2.505 -0.641
O 0.978 2.661 -0.205
H 1.983 -2.671 0.335
H 1.765 -4.122 -0.118
O 2.055 -3.587 0.633
```


Here is a cluster of 8 separate species, C6H28O11 in total at a distorted geometry from OMol25. Energies are from ωB97M-V with the def2-TZVPD basis set.

The spin multiplicity is 2. The expectation value of S² is 0.754. As for the HOMO energy (spin up / spin down): -0.45773 / -0.45773 Ha. For the LUMO energy (spin up / spin down), the calculation gives -0.0997 / -0.3467 Eh. Its net charge is +1. The total energy is -29187.364 eV.

Structure (XYZ):
```
45
C6H28O11 (ωB97M-V with the def2-TZVPD basis set)
O 0.972 0.940 -2.310
H 0.023 1.032 -2.392
H 1.202 0.254 -2.937
O 0.596 0.801 0.630
H -0.258 0.385 0.750
H 1.036 0.258 -0.025
O -1.793 1.784 2.348
H -2.486 1.933 2.991
H -1.245 2.567 2.401
O 2.529 2.221 1.712
H 1.848 2.158 1.043
H 3.279 1.761 1.336
O -2.117 -0.444 -1.609
H -2.842 -0.269 -2.209
H -2.049 0.349 -1.077
C -0.647 -2.429 0.678
C 0.236 -3.390 1.468
O 0.887 -4.212 0.497
O -0.132 -1.762 -0.373
H -1.028 -1.737 1.429
H -1.511 -3.021 0.375
H -0.243 -3.951 2.270
H 1.047 -2.830 1.933
H 1.231 -3.621 -0.176
H -0.893 -1.365 -0.804
C 4.711 -2.317 -0.063
C 3.297 -1.711 -0.396
O 2.542 -2.725 -1.074
O 4.418 -3.341 0.853
H 5.296 -1.581 0.488
H 5.225 -2.659 -0.962
H 3.453 -0.783 -0.947
H 2.782 -1.588 0.557
H 1.732 -2.314 -1.386
H 3.728 -3.885 0.466
C -2.615 3.353 -0.624
C -3.991 4.000 -0.972
O -4.866 3.881 0.116
O -2.685 2.000 -0.211
H -2.176 4.009 0.128
H -1.949 3.479 -1.477
H -4.425 3.572 -1.876
H -3.923 5.083 -1.073
H -5.722 4.151 -0.224
H -2.476 1.963 0.726
```